C3H10N3 | ωB97M-V/def2-TZVPD

Element x y z (Å)
N 0.3466 0.4198 -1.8227
N -1.4400 0.0512 0.2966
N 2.4337 1.4583 -1.6475
C -0.9472 -1.0164 1.1872
C -0.8716 -0.9312 2.4963
C 1.5821 0.6655 -1.1602
H 1.8061 -0.0151 -0.3273
H -1.1234 -0.0739 3.1098
H -0.7429 0.2294 -0.5177
H 3.3303 1.2940 -1.1901
H -1.4723 0.9077 0.8536
H -0.5809 -1.8476 0.6022
H 0.1712 1.2182 -2.4279
H -0.4789 -1.7840 3.0367
H -2.3536 -0.1485 -0.1124
H 0.3407 -0.4274 -2.3765

The calculation puts the energy relative to the best compared isomer or geometry (same formula, charge and spin) at 56.5 kcal per mole. The value obtained for the HOMO energy is -14.15 eV. The total charge is +1. For the LUMO energy, the calculation gives -3.23 eV. Its multiplicity is 1.

These are the Löwdin partial charges, in e, on atoms 1 to 8: 0.02 0.16 0.12 -0.16 0.08 -0.33 0.12 0.09

=====

C3H10N3O | ωB97M-V/def2-TZVPD

Element x y z (Å)
O 1.6201 -0.7089 -2.3594
N -0.0889 -1.4659 -0.8353
N -1.2347 1.1258 0.7983
N -1.0208 2.8002 2.3394
C 0.6528 -0.3906 -1.4902
C 0.8125 -2.3509 -0.0970
C -0.8160 2.3602 1.1712
H 1.3884 -1.7648 0.6226
H -0.4820 -2.0087 -1.5993
H -0.6728 3.7421 2.4644
H 0.2541 -3.0670 0.5042
H -0.3099 2.9156 0.3658
H -0.1056 0.2670 -1.9439
H 1.5197 -2.8760 -0.7440
H 1.0750 0.2316 -0.6862
H -0.9805 0.6446 -0.0421
H -1.6117 0.5458 1.5313

The calculation puts the energy relative to the best compared isomer or geometry (same formula, charge and spin) at 27.5 kcal per mole. The value obtained for the HOMO energy (alpha / beta) is -9.13 / -9.13 eV. The expectation value of S² is 0.75. For the LUMO energy (alpha / beta), the calculation gives 0.77 / -2.03 eV. Its multiplicity is 2.

These are the Löwdin partial charges, in e, on atoms 1 to 8: 0.07 -0.11 0.08 0.04 -0.41 -0.13 -0.42 0.08

=====

C3H10N3O | ωB97M-V/def2-TZVPD

Element x y z (Å)
O 1.0583 -1.2299 -0.7622
N 2.9762 -1.9714 0.1682
N -2.0925 1.9567 1.7154
N -0.7293 0.6076 -1.4678
C -1.3350 1.3294 0.7606
C -1.7013 1.1437 -0.5049
C 1.6648 -1.7609 0.1646
H 3.3998 -2.4807 0.9243
H -1.9059 1.6708 2.6637
H -3.0824 2.0128 1.5258
H 3.5207 -1.7368 -0.6461
H -0.3386 1.0531 1.0893
H -0.1559 1.3363 -1.8991
H 1.1485 -2.1123 1.0638
H -0.0764 -0.0952 -1.0326
H -1.2040 0.1234 -2.2266
H -2.6688 1.4042 -0.9059

The calculation puts the energy relative to the best compared isomer or geometry (same formula, charge and spin) at 30.0 kcal per mole. The value obtained for the HOMO energy is -12.72 eV. The total charge is +1. For the LUMO energy, the calculation gives -2.69 eV. Its multiplicity is 1.

These are the Löwdin partial charges, in e, on atoms 1 to 8: -0.04 0.17 0.08 0.16 -0.19 -0.10 -0.35 0.12

=====

C3H10N3O | ωB97M-V/def2-TZVPD

Element x y z (Å)
O 0.8912 1.9425 -1.2396
N -1.1988 1.2826 -2.0163
N -1.2436 0.0228 0.6078
N 1.2997 0.4273 1.4559
C -0.1664 0.2482 -0.1203
C 0.4908 -1.0526 -0.5689
C -0.1439 1.3340 -1.1932
H 1.4694 -0.9478 -1.1846
H -2.0601 0.9774 -1.5794
H -1.4451 -0.9126 0.8866
H 1.4457 -0.5586 1.6937
H -1.0672 1.6303 -2.9635
H -0.2896 -1.6957 -1.2177
H -1.6027 0.7283 1.2399
H 0.7149 0.7929 2.1999
H 2.2126 0.7795 1.2789
H 0.7966 -1.7807 0.2667

The calculation puts the energy relative to the best compared isomer or geometry (same formula, charge and spin) at 64.8 kcal per mole. The value obtained for the HOMO energy is -14.40 eV. The total charge is +1. For the LUMO energy, the calculation gives -4.32 eV. Its multiplicity is 1.

These are the Löwdin partial charges, in e, on atoms 1 to 8: 0.12 0.22 0.16 0.16 -0.28 -0.05 -0.52 0.13

=====

C3H10N3O2 | ωB97M-V/def2-TZVPD

Element x y z (Å)
O -1.1808 -1.6532 -0.3918
O 0.3909 -1.4326 1.2006
N 0.2783 1.5301 1.4526
N -1.2805 -2.9446 1.4784
N 1.0776 0.8790 -0.7400
C 0.0653 1.5995 0.0171
C 0.8056 0.9221 -2.1694
C -0.6603 -1.9359 0.7062
H 1.1713 1.9578 1.6558
H 1.4224 0.1621 -2.6528
H 0.9824 -0.0891 -0.4316
H 1.0078 1.8978 -2.6092
H 0.0474 2.6420 -0.3216
H -1.0808 -2.8849 2.4660
H -0.9517 1.2355 -0.1875
H 0.3912 0.5189 1.6240
H -0.2306 0.6072 -2.3805
H -2.2556 -3.0119 1.2837

The calculation puts the energy relative to the best compared isomer or geometry (same formula, charge and spin) at 2.7 kcal per mole. The value obtained for the HOMO energy is -4.50 eV. The total charge is -1. For the LUMO energy, the calculation gives 4.22 eV. Its multiplicity is 1.

These are the Löwdin partial charges, in e, on atoms 1 to 8: -0.08 -0.12 -0.01 0.08 -0.12 -0.38 -0.17 -0.84

=====

C3H10N3O2 | ωB97M-V/def2-TZVPD

Element x y z (Å)
O 0.0417 -1.7320 1.8694
O -1.2094 -0.4268 3.9290
N -0.9556 -0.8850 1.7718
N -1.5672 -0.2707 2.5933
N 0.0314 0.6762 -0.3386
C 0.4907 -0.0399 -1.3349
C 0.0894 2.0857 -0.2607
C 0.4851 -1.5304 -1.4832
H 0.9618 0.5161 -2.1019
H -0.5085 0.1412 0.4402
H -1.9758 -0.0138 4.3711
H -0.0786 -1.8477 -0.6353
H 0.7295 2.5696 -0.9213
H 0.3496 2.5848 0.7185
H -0.8389 2.5626 -0.5698
H 1.4522 -1.9730 -1.5867
H 0.1808 -2.0606 2.7612
H 0.1658 -1.8773 -2.4695

The calculation puts the energy relative to the best compared isomer or geometry (same formula, charge and spin) at 47.4 kcal per mole. The value obtained for the HOMO energy (alpha / beta) is -10.24 / -14.45 eV. The total charge is +1. The expectation value of S² is 2.01. For the LUMO energy (alpha / beta), the calculation gives -4.06 / -6.83 eV. Its multiplicity is 3.

These are the Löwdin partial charges, in e, on atoms 1 to 8: 0.08 0.06 -0.17 -0.04 0.04 -0.01 -0.05 0.01